Record 1
The following is a DFT calculation (ωB97M-V/def2-TZVPD) of 2 unconnected molecules or ions with the total composition C3H9N2O2 at a distorted geometry.

The molecular weight comes out at 105.12 g/mol. The value obtained for the relative energy (zero: lowest compared OMol25 entry of this formula, charge and spin) is 28.1 kcal per mole. Its spin multiplicity is 3. Its strongest force on any atom is 8.7 eV Å⁻¹. As for the net charge: +1. The calculation puts the HOMO-LUMO gap (alpha / beta) at 6.79 / 7.39 eV.

Geometry as XYZ:
```
16
Properties=species:S:1:pos:R:3:mulliken_spin:R:1
O -3.03736 1.35909 -1.00412 0.232
H 1.83241 1.32112 0.94644 0.002
H 3.09332 0.16367 1.27343 -0.001
O 0.19674 -1.79906 -0.77807 0.012
N 0.99068 -0.66998 1.01016 0.011
H 1.16993 -0.04830 -0.90804 0.012
H 1.76685 0.46121 2.50021 0.000
C -2.09130 0.44206 -0.89903 0.829
N -0.88544 0.59557 -0.47143 0.949
H 0.11651 -1.85028 -1.66833 0.000
H -0.48258 1.51704 -0.33932 -0.034
H -2.22434 -0.52665 -1.44242 0.025
H -3.89171 0.92577 -0.97753 -0.007
C 0.69119 -0.71275 -0.26041 -0.030
C 1.89404 0.29063 1.47955 0.002
H 0.86105 -1.46915 1.53892 -0.003
```



Record 2
The following is a DFT calculation (ωB97M-V/def2-TZVPD) of a molecular structure, C2H5NO at a distorted geometry.

The molecular weight comes out at 59.07 g/mol. The value obtained for the relative energy (zero: lowest compared OMol25 entry of this formula, charge and spin) is 121.5 kcal per mole. Its spin multiplicity is 1. Its strongest force on any atom is 4.5 eV Å⁻¹. The calculation puts the HOMO-LUMO gap at 10.72 eV.

Geometry as XYZ:
```
9
Properties=species:S:1:pos:R:3:lowdin_charge:R:1
H 2.23753 0.98412 -0.38775 0.148
O 0.26322 0.40081 0.03653 -0.346
C 1.59185 -0.10162 0.02920 -0.175
C -1.87219 0.11494 -0.00138 -0.069
N -0.79677 -0.54410 0.02213 -0.024
H -2.76009 -0.56689 0.02457 0.075
H -2.09831 1.27778 0.00376 0.124
H 1.64581 -1.05181 -0.94748 0.145
H 1.78895 -0.51324 1.22043 0.121
```



Record 3
The following is a DFT calculation (ωB97M-V/def2-TZVPD) of a molecular structure, C14H38N3NaO8S at a distorted geometry.

The molecular weight comes out at 431.53 g/mol. Its spin multiplicity is 1. Its strongest force on any atom is 4.1 eV Å⁻¹. As for the net charge: -2. The calculation puts the HOMO-LUMO gap at 2.31 eV.

Geometry as XYZ:
```
65
Properties=species:S:1:pos:R:3:lowdin_charge:R:1
H -3.07912 -3.83845 -3.12051 0.081
C -3.92022 -4.46635 -3.41446 -0.082
C 0.05249 4.23462 -2.59346 -0.466
O 3.73938 -3.96056 -2.81452 -0.435
H -0.07907 6.37693 -2.97949 0.121
H -5.39167 -6.61028 -2.49009 0.132
C 4.05811 3.15163 6.20437 -0.251
H 6.51919 3.20721 6.92662 0.081
H 1.60416 1.95868 4.98600 0.062
H 0.79111 7.37764 -0.27157 0.086
C -5.99189 -5.70640 -2.59421 -0.205
H 0.90063 4.08452 -3.26147 0.146
C 5.96318 4.08822 7.24719 -0.051
H 3.47314 2.83312 7.06719 0.124
H 5.45771 3.91431 8.19712 0.087
O -0.59917 -6.77868 2.16426 -0.439
C -1.27601 4.00437 -3.24629 -0.079
H 3.02864 -3.10330 -5.23922 0.040
H -6.73433 -5.63644 -1.79923 0.117
O -0.00131 -5.39636 3.91556 -0.450
H 6.62461 4.94455 7.11561 0.086
C 4.57548 -3.16134 -3.63425 -0.547
H -8.58191 -5.81537 -3.43234 0.078
H 3.07209 1.35399 4.98197 0.057
H 4.63659 2.24501 6.02688 0.111
H 1.35497 7.88298 -1.96740 0.084
O 0.59998 -7.72028 3.90333 -0.459
Na 0.74126 -1.95992 0.52291 0.736
H 4.36768 -1.99435 -5.64122 0.025
O 4.87408 4.26429 6.27723 -0.190
H 2.62421 5.31411 5.24195 0.079
N 2.48432 2.01451 4.49376 0.049
C 3.79952 -2.45012 -4.83031 -0.154
S -0.43274 -6.73105 3.58425 0.018
H -1.36990 2.94230 -3.47279 0.086
H -4.05009 -5.06108 -0.96740 0.085
H 2.50320 7.43341 -0.67974 0.086
C -7.83283 -6.46087 -3.89093 -0.134
H -8.01895 -7.44234 -3.45485 0.081
H 5.39656 -3.70355 -4.10323 0.047
O 1.37835 5.91849 -1.54787 -0.198
H 1.32475 4.45151 4.29156 0.079
C 1.50647 7.26044 -1.08559 -0.098
H 3.26859 -1.61775 -4.36839 0.026
N 0.14086 3.35141 -1.47802 0.046
H -0.71749 5.89075 -1.45732 0.120
H -3.59517 -5.49208 -3.58860 0.085
H -8.18151 -6.58003 -4.91676 0.078
H 1.45424 4.24289 5.93365 0.076
H -2.06822 4.45010 -2.64477 0.082
H -5.38377 -4.21624 -0.56420 0.060
H -1.38337 4.37201 -4.26679 0.076
O -1.66282 -7.04979 4.29250 -0.469
H 3.80997 3.49135 4.17399 0.128
C 2.09321 4.37951 5.06122 -0.079
C -5.12027 -4.42899 -2.52885 -0.442
O -6.52236 -5.92480 -3.88736 -0.178
H 5.05990 -2.38537 -3.04155 0.047
H -4.13165 -4.09612 -4.41761 0.071
N -4.57651 -4.22354 -1.17114 0.045
H 0.68770 3.79329 -0.75290 0.067
H -0.70187 3.41927 -0.92549 0.071
C 3.08694 3.28211 4.96237 -0.443
H -5.75314 -3.61486 -2.88207 0.133
C 0.10401 5.69740 -2.14714 -0.226
```



Record 4
The following is a DFT calculation (ωB97M-V/def2-TZVPD) of a single C17H15N3O3S molecule.

The molecular weight comes out at 341.39 g/mol. The value obtained for the relative energy (zero: lowest compared OMol25 entry of this formula, charge and spin) is 18.5 kcal per mole. Its spin multiplicity is 1. The SMILES is CCOC(=O)c1cccnc1SCc1cc(=O)n2ccccc2n1. Its strongest force on any atom is 0.9 eV Å⁻¹. The calculation puts the HOMO-LUMO gap at 8.35 eV.

Geometry as XYZ:
```
39
Properties=species:S:1:pos:R:3:lowdin_charge:R:1
C -2.90692 -1.88530 -1.30325 -0.197
O 0.61828 -2.88875 0.66136 0.055
C 3.88533 -0.79091 -0.40558 -0.049
C 2.77581 -1.48491 -0.05310 -0.023
H 1.40813 1.97791 -3.02797 0.102
N 0.84285 1.02898 1.62981 0.145
H 2.61147 -2.52762 -0.28719 0.131
H 4.87582 1.12788 -0.30935 0.110
O -2.98976 0.32317 0.21952 0.089
C 0.72642 2.07720 -2.19846 -0.051
C -0.86772 2.37597 -0.00590 -0.551
H 4.67318 -1.27453 -0.95828 0.106
C -2.04705 0.17924 -0.52146 -0.469
H -3.48098 -3.68357 -0.29337 0.079
H -1.19841 1.47225 3.48326 0.086
O -1.87362 -0.89825 -1.29948 -0.019
C 2.98554 1.15742 0.65879 0.013
C -0.13352 1.05222 -1.85272 0.002
H -2.33663 0.55896 2.44729 0.073
C 3.99428 0.56929 -0.03583 -0.052
C -2.81637 -2.84117 -0.12317 -0.057
H 1.22431 4.13132 -1.73941 0.108
C 0.64496 3.25802 -1.47049 -0.138
C 0.62874 -1.71894 0.99124 -0.397
C -1.40983 1.12960 2.46997 -0.361
C -0.99352 1.19369 -0.76274 -0.117
H 3.00526 2.19100 0.96124 0.121
N 1.76299 -0.90533 0.64364 0.112
N -0.11048 3.38613 -0.40283 0.058
H -3.12186 -2.33760 0.79034 0.069
H -1.79826 -3.20798 -0.01155 0.065
C -0.27226 0.34063 1.92029 -0.344
H -1.27398 -1.54925 1.95340 0.119
H -3.87707 -1.37651 -1.30712 0.125
H -0.17050 0.14156 -2.43128 0.123
C -0.39089 -1.00130 1.67239 0.054
H -2.76374 -2.41867 -2.24568 0.125
S -1.65114 2.69452 1.53295 1.001
C 1.82112 0.42365 1.01072 -0.248
```



Record 5
The following is a DFT calculation (ωB97M-V/def2-TZVPD) of a gas-phase ion, C5H14N (charge +1) at a distorted geometry.

The molecular weight comes out at 88.17 g/mol. The value obtained for the relative energy (zero: lowest compared OMol25 entry of this formula, charge and spin) is 20.4 kcal per mole. Its spin multiplicity is 1. The SMILES is CCCCC[NH3+]. Its strongest force on any atom is 3.0 eV Å⁻¹. As for the net charge: +1. The calculation puts the HOMO-LUMO gap at 11.22 eV.

Geometry as XYZ:
```
20
Properties=species:S:1:pos:R:3:lowdin_charge:R:1
C -1.42824 -0.67701 -0.45503 -0.255
H -0.95257 -0.82070 -1.43123 0.106
H 1.14540 0.27368 -1.29188 0.123
C 0.42176 0.64399 0.69480 -0.218
H -0.19548 1.50533 0.43384 0.123
C -0.55575 -0.52175 0.79035 -0.209
C 1.51607 0.63940 -0.33484 -0.098
H 0.04542 -1.45963 0.83157 0.111
H 1.99664 1.59612 -0.50551 0.132
H -1.15797 -0.39915 1.68513 0.126
H 2.03759 -0.83478 0.79068 0.134
H -2.01201 1.36898 -0.93093 0.063
H 2.71879 -1.30915 -0.47571 0.173
H -3.12637 0.15714 -1.42520 0.081
N 2.62891 -0.43170 0.04487 0.207
H -1.98635 -1.59893 -0.25198 0.111
C -2.48794 0.45409 -0.58874 -0.088
H -3.00374 0.60298 0.35514 0.082
H 3.47936 -0.01195 0.40229 0.165
H 0.91648 0.82304 1.66236 0.131
```



Record 6
The following is a DFT calculation (ωB97M-V/def2-TZVPD) of a single C4H4O2S molecule at a distorted geometry.

The molecular weight comes out at 116.14 g/mol. The value obtained for the relative energy (zero: lowest compared OMol25 entry of this formula, charge and spin) is 42.7 kcal per mole. Its spin multiplicity is 1. The SMILES is C=C1SCOC1=O. Its strongest force on any atom is 5.7 eV Å⁻¹. The calculation puts the HOMO-LUMO gap at 8.89 eV.

Geometry as XYZ:
```
11
Properties=species:S:1:pos:R:3:lowdin_charge:R:1
S -1.48026 0.82914 -0.13934 0.937
H -1.99794 -1.36169 1.06269 0.128
C 0.29932 0.74584 -0.22107 -0.563
H -2.26610 -1.52795 -0.70105 0.097
H 2.33745 1.15612 -0.00821 0.146
O 1.87207 -1.14103 -0.13791 0.100
H 1.14156 2.80644 0.22881 0.087
O -0.33275 -1.53582 -0.05332 -0.055
C -1.55506 -1.05477 0.00677 -0.489
C 1.22503 1.69493 0.05510 0.045
C 0.75668 -0.61119 -0.09246 -0.433
```



Record 7
The following is a DFT calculation (ωB97M-V/def2-TZVPD) of 2 unconnected molecules or ions with the total composition C33H39N4O at a distorted geometry.

The molecular weight comes out at 507.70 g/mol. The value obtained for the relative energy (zero: lowest compared OMol25 entry of this formula, charge and spin) is 0.0 kcal per mole. Its spin multiplicity is 1. Its strongest force on any atom is 2.3 eV Å⁻¹. As for the net charge: +1. The calculation puts the HOMO-LUMO gap at 6.22 eV.

Geometry as XYZ:
```
77
Properties=species:S:1:pos:R:3:lowdin_charge:R:1
C -1.50866 -2.04380 -5.39869 -0.079
C -1.49214 -3.26714 -2.87887 -0.149
C -5.92806 1.14447 1.08476 -0.247
C 0.65546 3.57309 2.14835 0.016
H -2.89263 2.67667 1.01273 0.104
H 2.92312 -0.33810 1.27969 0.120
H -0.53614 -4.35222 1.31913 0.114
H -6.27295 -0.96059 0.78027 0.127
C 5.85409 0.70878 2.26568 -0.040
H -7.78718 0.96122 2.17103 0.096
C 2.96062 1.57910 0.34736 -0.157
H -1.04304 2.17444 0.82038 0.054
C -1.60612 -3.90044 -1.52958 -0.323
C 0.59869 0.92291 0.41665 0.029
C 7.22786 0.52243 2.10201 -0.066
H -1.72496 -6.68588 -0.24912 0.124
H -0.00439 -6.30956 0.02472 0.121
H -1.52533 -0.81118 0.19460 0.118
H 5.44749 1.16474 3.17220 0.116
C -0.60351 -3.08335 -5.12990 -0.076
H -1.50999 -1.56359 -6.37628 0.104
H -7.98700 1.19742 0.43687 0.095
C -1.78582 0.21939 0.45432 0.061
O 4.79603 3.23571 0.31253 0.101
C -2.54661 -4.07703 0.61752 -0.237
C -0.76190 1.15471 0.57428 -0.068
C -3.17350 0.53595 0.65716 -0.196
C 7.71956 -0.04908 0.92118 -0.074
C 4.97265 0.34393 1.24370 -0.244
N -2.28883 -3.30392 -0.59474 0.041
C 5.45930 -0.22231 0.06201 -0.044
H 0.13348 -4.49913 -3.68003 0.105
H 7.21136 -0.84508 -1.03066 0.107
C -0.99404 -5.87260 -0.13726 -0.178
C -2.38080 -2.21882 -3.14294 -0.038
H 2.55494 5.59066 1.88656 0.097
H 0.50647 4.65258 2.28227 0.095
H 1.33612 3.20209 2.92685 0.106
H 0.91815 3.88521 -1.30262 0.110
H 3.98625 5.40429 0.83283 0.103
C 6.83522 -0.41725 -0.10112 -0.067
C 3.60698 2.95916 0.44858 -0.366
C -0.58806 -3.69936 -3.87089 -0.034
H 4.75676 -0.49229 -0.73138 0.113
H -2.77588 -3.34904 1.40555 0.096
C -4.95932 2.15120 1.15118 -0.022
H -3.06013 -1.90728 -2.34920 0.097
H -0.61173 -5.54738 -2.19138 0.121
H -3.86881 -1.48052 0.30874 0.093
H -0.30964 3.07829 2.27458 0.074
H 7.90885 0.83519 2.89434 0.108
H -5.27229 3.17483 1.36502 0.121
N 2.61313 3.85668 0.71022 -0.037
H 0.09540 -3.40896 -5.90240 0.107
H -3.10615 -0.80524 -4.59786 0.103
H 2.40688 5.86487 0.13579 0.097
N 1.53598 1.88681 0.50302 0.051
C -3.61570 1.86329 0.95091 0.003
H 0.97510 -0.08378 0.20662 0.157
C -1.38828 -4.97467 1.02111 -0.182
H -3.43637 -4.72501 0.48445 0.126
C 1.26155 3.31730 0.75847 -0.457
N -0.97487 -5.09415 -1.36412 0.057
C 3.48898 0.59969 1.39636 -0.085
C -5.52006 -0.17097 0.81096 -0.013
H -7.49232 2.55358 1.45975 0.081
C -7.37087 1.47877 1.29882 -0.038
H 3.15124 1.17918 -0.66597 0.170
H 3.27392 1.00778 2.39890 0.132
H -1.67567 -5.58963 1.87707 0.115
C -4.18172 -0.46634 0.57461 0.007
C -2.39967 -1.61112 -4.40397 -0.071
H 0.26376 5.03456 -0.09474 0.096
H 8.79160 -0.20182 0.79755 0.106
H -0.57708 3.50678 -0.42256 0.073
C 0.40578 3.97321 -0.33558 0.016
C 2.90548 5.25769 0.90161 0.000
```